Record 1
Density functional theory data (the ωB97M-V functional and the def2-TZVPD basis) for a molecular structure, C6H12 at a distorted geometry.

Computed properties:
ΔE to the lowest compared entry with this formula, charge and spin: 3.497 eV
frontier orbital gap: 9.21 eV
E_LUMO: 1.169 eV
2S+1: 1
max |F|: 3.2 eV Å⁻¹
calculated total energy: -235.68973 hartree

Last column: natural (NBO) charge in e.
Element x y z (Å)
C 1.80 -0.30 0.05  -0.618
C 1.16 1.05 -0.24  -0.386
C -0.10 1.24 0.61  -0.436
C -1.22 0.36 0.04  -0.149
C -1.56 -0.92 0.59  -0.425
C -0.98 -1.43 -0.87  -0.496
H 1.06 -1.11 0.05  0.217
H 2.27 -0.31 1.04  0.200
H 2.56 -0.55 -0.70  0.209
H 1.88 1.86 -0.06  0.198
H 0.84 1.12 -1.29  0.201
H -0.40 2.30 0.61  0.219
H 0.13 1.01 1.66  0.199
H -1.94 0.88 -0.58  0.211
H -1.10 -1.14 1.57  0.220
H -2.61 -1.19 0.58  0.225
H -1.76 -1.47 -1.64  0.190
H -0.02 -1.40 -1.43  0.222

---

Record 2
Density functional theory data (the ωB97M-V functional and the def2-TZVPD basis) for C6H12 in the gas phase at a distorted geometry.

Computed properties:
ΔE to the lowest compared entry with this formula, charge and spin: 2.433 eV
frontier orbital gap: 11.00 eV
E_LUMO: 1.239 eV
2S+1: 1
structure (SMILES): CCCC1CC1
max |F|: 3.4 eV Å⁻¹
calculated total energy: -235.72882 hartree

Last column: natural (NBO) charge in e.
Element x y z (Å)
C -0.28 0.39 2.64  -0.620
C 0.14 -0.25 1.21  -0.404
C -0.28 0.71 0.10  -0.421
C 0.50 0.13 -1.06  -0.219
C 0.01 0.11 -2.52  -0.432
C 0.06 -1.19 -1.63  -0.443
H 0.06 -0.25 3.50  0.207
H 0.35 1.29 2.64  0.202
H -1.43 0.62 2.84  0.211
H 1.20 -0.55 1.27  0.214
H -0.25 -1.28 0.99  0.203
H 0.20 1.71 0.25  0.209
H -1.43 0.88 -0.14  0.218
H 1.63 0.37 -1.03  0.217
H 0.55 0.26 -3.45  0.221
H -1.00 0.46 -2.63  0.199
H 0.89 -1.94 -1.76  0.224
H -0.94 -1.49 -1.24  0.215

---

Record 3
Density functional theory data (the ωB97M-V functional and the def2-TZVPD basis) for 2 unconnected molecules or ions with the total composition C6H12.

Computed properties:
ΔE to the lowest compared entry with this formula, charge and spin: 5.628 eV
frontier orbital gap (alpha / beta): 8.65 / 8.77 eV
E_LUMO (alpha / beta): -0.733 / -0.717 eV
2S+1: 1
max |F|: 0.4 eV Å⁻¹
calculated total energy: -235.61139 hartree

Last column: natural (NBO) charge in e.
Element x y z (Å)
C -1.11 0.68 1.06  -0.603
C -1.25 -0.71 0.43  -0.390
C 0.08 -1.48 0.40  -0.443
C 1.04 -0.90 -0.60  -0.180
C 2.10 -0.15 -0.30  -0.389
C 0.17 2.30 -1.27  -0.193
H -0.33 1.28 0.57  0.209
H -0.83 0.60 2.11  0.208
H -2.05 1.24 1.01  0.213
H -1.99 -1.29 1.00  0.206
H -1.65 -0.62 -0.59  0.195
H -0.12 -2.53 0.15  0.214
H 0.53 -1.46 1.40  0.203
H 0.82 -1.10 -1.65  0.193
H 2.36 0.07 0.73  0.195
H 2.75 0.27 -1.07  0.204
H 0.45 1.52 -2.02  0.080
H -0.94 2.28 -1.33  0.077

---

Record 4
Density functional theory data (the ωB97M-V functional and the def2-TZVPD basis) for C6H12 in the gas phase.

Computed properties:
ΔE to the lowest compared entry with this formula, charge and spin: 1.388 eV
frontier orbital gap: 11.32 eV
E_LUMO: 1.253 eV
2S+1: 1
structure (SMILES): CCCC1CC1
max |F|: 0.7 eV Å⁻¹
calculated total energy: -235.76723 hartree

Last column: natural (NBO) charge in e.
Element x y z (Å)
C -2.17 0.94 0.73  -0.597
C -1.05 0.61 -0.24  -0.397
C -0.51 -0.83 -0.05  -0.401
C 0.98 -1.04 -0.37  -0.223
C 1.86 0.08 -0.89  -0.422
C 2.05 -0.46 0.50  -0.423
H -3.04 0.27 0.62  0.201
H -2.51 1.97 0.58  0.207
H -1.76 0.84 1.74  0.198
H -0.29 1.38 -0.06  0.192
H -1.41 0.78 -1.26  0.199
H -0.75 -1.20 0.97  0.199
H -1.06 -1.50 -0.72  0.208
H 1.18 -1.98 -0.90  0.213
H 1.42 1.05 -1.00  0.205
H 2.49 -0.11 -1.76  0.215
H 1.65 0.22 1.26  0.207
H 2.93 -1.01 0.85  0.220

---

Record 5
Density functional theory data (the ωB97M-V functional and the def2-TZVPD basis) for 2 unconnected molecules or ions with the total composition C6H12 at a distorted geometry.

Computed properties:
ΔE to the lowest compared entry with this formula, charge and spin: 3.272 eV
frontier orbital gap: 10.11 eV
E_LUMO: 1.121 eV
2S+1: 1
structure (SMILES): C=CC.C=CC
max |F|: 2.6 eV Å⁻¹
calculated total energy: -235.69799 hartree

Last column: natural (NBO) charge in e.
Element x y z (Å)
C -2.13 1.90 -0.58  -0.423
C -2.77 1.22 0.39  -0.164
C -2.49 -0.14 0.83  -0.656
H -2.20 3.00 -0.60  0.198
H -1.82 1.41 -1.52  0.202
H -3.47 1.69 1.04  0.187
H -1.63 -0.14 1.59  0.229
H -2.14 -0.72 -0.03  0.216
H -3.43 -0.59 1.37  0.213
C 1.24 -0.19 -0.20  -0.433
C 2.12 -1.21 -0.40  -0.167
C 3.59 -1.11 -0.29  -0.656
H 0.16 -0.41 0.19  0.206
H 1.54 0.87 -0.50  0.199
H 1.69 -2.20 -0.50  0.186
H 3.98 -1.30 -1.28  0.218
H 3.96 -1.92 0.34  0.223
H 3.80 -0.15 0.16  0.219

---

Record 6
Density functional theory data (the ωB97M-V functional and the def2-TZVPD basis) for C6H12 in the gas phase.

Computed properties:
ΔE to the lowest compared entry with this formula, charge and spin: 1.320 eV
frontier orbital gap: 11.12 eV
E_LUMO: 1.223 eV
2S+1: 1
structure (SMILES): CC[C@H]1C[C@H]1C
max |F|: 0.2 eV Å⁻¹
calculated total energy: -235.76973 hartree

Last column: natural (NBO) charge in e.
Element x y z (Å)
C 1.75 1.08 -0.12  -0.612
C 1.44 -0.43 -0.09  -0.407
C 0.07 -0.95 -0.54  -0.223
C -0.91 -1.49 0.46  -0.417
C -1.28 -0.30 -0.37  -0.220
C -1.56 1.04 0.29  -0.610
H 2.26 1.36 -1.04  0.204
H 0.86 1.70 -0.04  0.209
H 2.41 1.34 0.71  0.207
H 1.62 -0.80 0.92  0.199
H 2.19 -0.94 -0.70  0.210
H 0.13 -1.53 -1.46  0.210
H -0.68 -1.28 1.51  0.203
H -1.39 -2.45 0.30  0.212
H -1.97 -0.50 -1.20  0.208
H -2.59 1.05 0.67  0.212
H -1.47 1.87 -0.43  0.208
H -0.89 1.23 1.13  0.206

---

Record 7
Density functional theory data (the ωB97M-V functional and the def2-TZVPD basis) for 3 unconnected molecules or ions with the total composition C6H12.

Computed properties:
ΔE to the lowest compared entry with this formula, charge and spin: 4.436 eV
frontier orbital gap: 10.51 eV
E_LUMO: 1.190 eV
2S+1: 1
structure (SMILES): C1=CC1.C=C.C
max |F|: 0.5 eV Å⁻¹
calculated total energy: -235.65521 hartree

Last column: natural (NBO) charge in e.
Element x y z (Å)
C -0.14 0.41 -1.70  -0.184
C 0.23 -0.83 -1.67  -0.185
C 1.33 0.18 -1.49  -0.436
H -0.91 1.14 -1.87  0.225
H -0.03 -1.86 -1.82  0.227
H 1.84 0.33 -0.52  0.177
H 1.99 0.39 -2.34  0.177
C -0.46 1.32 1.70  -0.390
C -0.70 1.98 0.57  -0.394
H -1.26 0.79 2.22  0.196
H 0.55 1.14 2.08  0.198
H 0.12 2.36 -0.03  0.199
H -1.68 2.00 0.10  0.192
C 0.50 -1.73 1.25  -0.859
H 0.25 -0.76 0.82  0.226
H 1.42 -2.08 0.78  0.213
H -0.31 -2.43 1.01  0.210
H 0.63 -1.65 2.34  0.210

---

Record 8
Density functional theory data (the ωB97M-V functional and the def2-TZVPD basis) for C6H12 in the gas phase at a distorted geometry.

Computed properties:
ΔE to the lowest compared entry with this formula, charge and spin: 1.516 eV
frontier orbital gap: 11.17 eV
E_LUMO: 1.198 eV
2S+1: 1
structure (SMILES): C[C@@H]1CC[C@@H]1C
max |F|: 3.4 eV Å⁻¹
calculated total energy: -235.76253 hartree

Last column: natural (NBO) charge in e.
Element x y z (Å)
C 0.42 1.76 -0.27  -0.627
C 0.62 0.53 0.59  -0.220
C 1.54 -0.62 0.07  -0.404
C 0.41 -1.48 -0.37  -0.410
C -0.53 -0.57 0.47  -0.195
C -1.86 -0.11 -0.01  -0.620
H 0.46 1.53 -1.36  0.205
H 1.25 2.47 0.02  0.217
H -0.57 2.28 -0.11  0.217
H 0.73 0.84 1.65  0.202
H 2.10 -1.18 0.84  0.214
H 2.24 -0.35 -0.79  0.203
H 0.08 -1.45 -1.47  0.191
H 0.45 -2.53 -0.13  0.205
H -0.67 -1.11 1.46  0.194
H -2.48 0.38 0.69  0.214
H -1.67 0.54 -0.91  0.200
H -2.53 -0.91 -0.38  0.212

---

Number 2 is which compound?
C6H12

---

The lowest calculated total energy belongs to which entry?
number 6

---

Number 6 is which compound?
C6H12